Model w:
{
  "formula": "C3H11N2",
  "method": "ωB97M-V/def2-TZVPD",
  "symbols": ["N", "N", "C", "C", "C", "H", "H", "H", "H", "H", "H", "H", "H", "H", "H", "H"],
  "xyz": [[0.547, -0.602, 0.823], [-0.769, 1.548, -0.318], [0.501, -1.533, 1.804], [1.309, -0.905, -0.370], [-1.456, 1.230, -1.575], [0.077, -1.189, 2.739], [0.983, -0.168, -1.128], [-1.296, 1.956, -2.361], [-1.351, 0.176, -1.828], [-1.419, 1.905, 0.380], [-2.545, 1.182, -1.464], [1.121, -1.925, -0.739], [0.811, -2.567, 1.672], [-0.098, 2.319, -0.330], [2.379, -0.659, -0.311], [-0.242, 0.719, 0.103]],
  "mulliken_charge": [-0.545, -0.160, -0.846, -0.911, -0.766, 0.261, 0.206, 0.333, 0.275, 0.394, 0.318, 0.279, 0.271, 0.388, 0.268, 0.235],
  "orbital_gap_ev": [3.45, 7.41],
  "e_homo_ev": [-3.42, -7.41],
  "s_squared": 0.753,
  "charge": 0,
  "spin_multiplicity": 2
}



Model x:
{
  "formula": "C3H11N2",
  "method": "ωB97M-V/def2-TZVPD",
  "symbols": ["N", "N", "C", "C", "C", "H", "H", "H", "H", "H", "H", "H", "H", "H", "H", "H"],
  "xyz": [[0.978, 0.644, 0.792], [-0.596, -0.753, -1.302], [2.245, 1.298, 0.389], [-1.907, -0.672, -0.744], [-2.255, -1.261, 0.398], [-1.568, -1.951, 0.865], [2.744, 0.675, -0.360], [-0.568, -0.382, -2.244], [-3.254, -1.086, 0.776], [2.038, 2.289, -0.008], [-0.250, -1.704, -1.316], [0.394, 1.309, 1.352], [-2.477, 0.145, -1.155], [0.419, 0.321, -0.022], [1.156, -0.255, 1.332], [2.902, 1.382, 1.247]],
  "mulliken_charge": [-1.761, -0.732, -1.553, -0.235, -0.759, 0.346, 0.413, 0.238, 0.285, 0.482, 0.306, 0.914, 0.331, 0.114, 0.954, 0.659],
  "orbital_gap_ev": [4.28, 9.77],
  "e_homo_ev": [-3.22, -9.10],
  "s_squared": 0.751,
  "charge": 0,
  "spin_multiplicity": 2
}



It turns out model x is the most stable, with the second structure 0.0272 hartree higher.



Model w:
{
  "formula": "C18H26N4O2",
  "method": "ωB97M-V/def2-TZVPD",
  "symbols": ["O", "O", "N", "N", "N", "N", "C", "C", "C", "C", "C", "C", "C", "C", "C", "C", "C", "C", "C", "C", "C", "C", "C", "C", "H", "H", "H", "H", "H", "H", "H", "H", "H", "H", "H", "H", "H", "H", "H", "H", "H", "H", "H", "H", "H", "H", "H", "H", "H", "H"],
  "xyz": [[-1.280, 1.926, 1.629], [1.157, 0.433, -1.505], [1.240, 0.864, 0.846], [-2.697, 2.432, -0.082], [-0.635, 1.537, -0.633], [4.419, -0.190, 2.972], [0.639, 0.934, -0.443], [2.327, -0.757, 2.400], [2.481, 0.079, 1.066], [3.663, 1.024, 1.312], [4.642, -1.936, 1.405], [-3.845, 2.121, -2.228], [-1.446, 1.539, -1.944], [-1.874, 0.107, -2.353], [-2.626, 2.475, -1.518], [5.410, -0.753, 0.845], [5.048, 0.403, 1.824], [-1.479, 2.082, 0.413], [-4.097, 0.885, -2.856], [-3.065, -0.145, -2.932], [3.717, -1.400, 2.603], [-4.260, 0.578, 0.632], [4.310, 0.534, 4.271], [-3.913, 2.129, 0.679], [-3.187, -1.066, -3.529], [5.379, 0.789, 4.594], [-3.496, -0.058, 0.088], [-1.313, -0.753, -2.123], [-4.515, 2.895, -2.380], [4.214, -2.628, 0.659], [3.563, 1.339, 4.194], [3.913, -0.209, 4.985], [5.465, -2.532, 1.754], [2.048, -0.189, 3.274], [6.427, -0.967, 0.792], [-0.923, 2.058, -2.805], [5.036, -0.661, -0.205], [-5.250, 0.433, 0.116], [1.556, -1.516, 2.219], [-2.379, 3.547, -1.714], [5.874, 1.097, 2.008], [0.664, 1.168, 1.631], [-3.916, 2.412, 1.752], [-5.127, 0.676, -3.233], [-4.440, 0.230, 1.686], [3.308, 1.831, 2.006], [3.978, 1.580, 0.489], [-4.619, 2.811, 0.218], [2.718, -0.563, 0.172], [3.642, -2.164, 3.410]],
  "mulliken_charge": [-0.735, -0.708, -0.119, 0.074, 0.175, -0.061, 0.426, -1.075, 0.252, -1.392, -0.900, -0.927, 0.008, -0.634, 0.106, -0.825, -0.109, 0.494, -0.323, -0.499, 0.018, -0.856, -0.984, -0.685, 0.393, 0.334, 0.228, 0.422, 0.569, 0.297, 0.292, 0.294, 0.421, 0.388, 0.419, 0.305, 0.245, 0.250, 0.415, 0.197, 0.565, 0.388, 0.364, 0.367, 0.318, 0.314, 0.471, 0.459, 0.223, 0.339],
  "orbital_gap_ev": 7.02,
  "e_homo_ev": -7.00,
  "smiles": "CCN1C(=O)N(C(=O)N[C@@H]2C[C@H]3CC[C@@H](C2)N3C)[C@H]2C=CC=C[C@H]21",
  "charge": 0,
  "spin_multiplicity": 1
}



Model x:
{
  "formula": "C18H26N4O2",
  "method": "ωB97M-V/def2-TZVPD",
  "symbols": ["O", "O", "N", "N", "N", "N", "C", "C", "C", "C", "C", "C", "C", "C", "C", "C", "C", "C", "C", "C", "C", "C", "C", "C", "H", "H", "H", "H", "H", "H", "H", "H", "H", "H", "H", "H", "H", "H", "H", "H", "H", "H", "H", "H", "H", "H", "H", "H", "H", "H"],
  "xyz": [[-5.011, -3.225, -3.810], [-0.259, -0.901, -0.922], [3.957, 4.474, 0.738], [-2.792, -1.304, -2.020], [3.035, -1.788, 0.320], [2.585, 2.768, 0.863], [-5.228, -4.600, -3.925], [-4.421, -4.230, -1.878], [1.920, 0.236, -0.276], [3.123, 3.761, 1.540], [-4.566, -3.018, -2.517], [1.103, 0.805, 0.893], [-4.212, -1.683, -1.856], [-2.341, 0.087, -1.749], [2.903, 4.105, 2.842], [3.270, -0.365, 0.151], [1.737, 1.991, 1.562], [1.943, 3.365, 3.508], [1.628, -2.176, -0.028], [1.396, 2.264, 2.867], [1.566, 3.636, 4.924], [-0.797, 0.099, -1.812], [-4.846, -5.271, -2.790], [1.166, -1.003, -0.888], [0.738, 1.528, 3.362], [3.709, 0.126, 1.070], [1.542, -1.148, -1.926], [-0.460, 1.093, -1.535], [-5.714, -5.129, -4.757], [-4.890, -6.359, -2.617], [0.919, 0.024, 1.607], [-4.482, -1.758, -0.783], [1.580, -3.134, -0.584], [0.575, 3.216, 5.175], [3.428, 4.935, 3.283], [-4.815, -0.882, -2.294], [-2.179, -1.929, -1.518], [2.053, 1.015, -1.071], [1.009, -2.289, 0.856], [3.266, -2.085, 1.261], [-2.775, 0.785, -2.492], [4.015, -0.189, -0.632], [4.218, 4.077, -0.146], [-4.147, -4.346, -0.823], [-2.636, 0.400, -0.764], [0.146, 1.151, 0.526], [1.495, 4.744, 5.076], [2.288, 3.166, 5.600], [4.685, 5.049, 1.212], [-0.426, -0.085, -2.825]],
  "mulliken_charge": [-0.374, -0.310, -0.505, -0.271, -0.421, -0.378, -0.374, -0.315, 0.354, 0.541, 0.435, -0.802, -0.858, -0.756, -0.656, -0.956, 0.366, 0.873, -0.824, -0.985, -1.441, -0.487, -0.410, -0.127, 0.346, 0.314, 0.468, 0.408, 0.401, 0.360, 0.310, 0.337, 0.367, 0.345, 0.355, 0.389, 0.218, 0.366, 0.271, 0.299, 0.358, 0.263, 0.238, 0.394, 0.330, 0.263, 0.368, 0.276, 0.228, 0.406],
  "orbital_gap_ev": 8.99,
  "e_homo_ev": -8.19,
  "smiles": "Cc1cc(N)nc(C[C@H]2CNC[C@H]2OCCNCc2ccco2)c1",
  "charge": 0,
  "spin_multiplicity": 1
}



It turns out model x is the most stable, with the second structure 0.0657 hartree higher.



Model w:
{
  "formula": "C4H26BO21",
  "method": "ωB97M-V/def2-TZVPD",
  "symbols": ["O", "O", "O", "O", "O", "O", "O", "O", "O", "O", "O", "O", "O", "O", "O", "O", "O", "O", "O", "O", "O", "C", "C", "C", "C", "B", "H", "H", "H", "H", "H", "H", "H", "H", "H", "H", "H", "H", "H", "H", "H", "H", "H", "H", "H", "H", "H", "H", "H", "H", "H", "H"],
  "xyz": [[1.198, 4.579, -2.115], [0.250, 4.748, 0.913], [-0.916, -3.836, -2.038], [-4.910, -1.006, 3.329], [2.960, -0.614, 4.609], [3.099, 0.803, 1.822], [-5.204, -3.254, -2.018], [0.374, 1.750, -0.199], [0.295, -2.012, -3.645], [-3.821, -1.386, -4.651], [3.439, 3.144, 3.311], [5.230, 0.836, 3.673], [-2.383, -1.593, -1.587], [-3.153, 1.959, -1.917], [-3.456, -0.064, 0.774], [2.968, -2.766, 1.367], [-0.470, -0.523, -0.889], [1.106, -0.092, 1.022], [-1.309, 0.531, 1.040], [2.389, -1.757, -1.597], [2.253, 3.122, 0.081], [-1.729, -0.917, -0.792], [2.066, 0.805, 1.143], [1.600, 2.013, 0.286], [-2.238, -0.143, 0.483], [-0.063, 0.388, 0.230], [-4.488, -0.709, 2.523], [2.735, 2.738, 3.816], [-1.572, -4.226, -2.616], [-4.420, -1.100, -5.341], [1.668, -2.336, -1.350], [-4.474, -2.755, -2.386], [-1.345, -3.059, -1.678], [2.800, -1.951, 0.892], [3.689, 2.477, 2.671], [0.986, 4.215, 0.612], [0.032, 5.301, 0.163], [5.374, -0.034, 4.046], [-2.707, 1.871, -2.760], [3.191, -1.540, 4.685], [-4.191, -1.332, 3.871], [-4.264, -1.151, -3.836], [3.093, -1.975, -0.985], [1.476, 3.765, -1.695], [-2.575, 1.520, -1.293], [2.111, -3.032, 1.699], [-0.153, -2.507, -2.959], [2.006, 4.963, -2.454], [2.461, -0.558, 3.794], [0.679, -1.263, -3.189], [4.278, 0.937, 3.662], [-5.966, -2.972, -2.525]],
  "mulliken_charge": [-0.626, -0.664, -0.730, -0.650, -0.657, -0.639, -0.633, -0.380, -0.643, -0.582, -0.588, -0.622, -0.636, -0.670, -0.706, -0.641, -0.595, -0.588, -0.596, -0.557, -0.765, 0.968, 0.360, 0.574, 0.123, 1.877, 0.418, 0.324, 0.280, 0.276, 0.359, 0.320, 0.361, 0.237, 0.296, 0.403, 0.290, 0.289, 0.310, 0.301, 0.292, 0.279, 0.251, 0.317, 0.310, 0.345, 0.367, 0.286, 0.359, 0.305, 0.386, 0.304],
  "orbital_gap_ev": 9.66,
  "e_homo_ev": -8.24,
  "charge": -1,
  "spin_multiplicity": 1
}



Model x:
{
  "formula": "C4H26BO21",
  "method": "ωB97M-V/def2-TZVPD",
  "symbols": ["O", "O", "O", "O", "O", "O", "O", "O", "O", "O", "O", "O", "O", "O", "O", "O", "O", "O", "O", "O", "O", "C", "C", "C", "C", "B", "H", "H", "H", "H", "H", "H", "H", "H", "H", "H", "H", "H", "H", "H", "H", "H", "H", "H", "H", "H", "H", "H", "H", "H", "H", "H"],
  "xyz": [[-36.678, 9.387, 19.874], [-41.364, 5.869, 16.147], [-35.262, 7.641, 22.485], [-35.044, 12.470, 23.124], [-38.286, 11.838, 18.698], [-38.835, 4.843, 21.067], [-33.605, 9.672, 24.777], [-37.573, 6.014, 24.024], [-40.764, 8.048, 18.905], [-35.038, 10.273, 21.115], [-32.572, 8.946, 22.179], [-38.902, 8.436, 20.097], [-38.636, 10.668, 22.004], [-43.577, 6.816, 18.872], [-36.884, 7.336, 20.968], [-36.493, 9.718, 24.540], [-41.500, 5.517, 20.520], [-37.391, 7.478, 18.575], [-42.758, 10.360, 18.141], [-38.859, 7.148, 16.897], [-32.950, 5.620, 22.998], [-39.584, 8.036, 19.041], [-35.797, 9.391, 20.855], [-38.579, 7.508, 17.998], [-35.921, 8.011, 21.557], [-37.454, 8.131, 19.891], [-43.679, 10.108, 18.029], [-33.071, 9.005, 21.358], [-37.480, 12.250, 18.371], [-32.481, 5.075, 22.359], [-36.358, 8.766, 24.536], [-32.092, 8.111, 22.135], [-33.632, 6.086, 22.495], [-38.854, 10.433, 22.912], [-35.583, 10.069, 24.503], [-33.346, 9.247, 23.938], [-41.652, 6.401, 20.152], [-42.953, 7.467, 18.528], [-38.670, 9.836, 21.515], [-40.960, 5.368, 15.433], [-35.032, 11.565, 22.785], [-40.733, 6.586, 16.316], [-42.265, 9.816, 17.517], [-38.122, 5.490, 21.043], [-39.660, 5.336, 20.857], [-37.436, 5.124, 23.684], [-37.968, 11.101, 19.235], [-44.428, 7.047, 18.491], [-35.836, 12.850, 22.731], [-36.792, 6.506, 23.740], [-33.172, 10.531, 24.749], [-41.618, 4.939, 19.756]],
  "mulliken_charge": [-0.509, -0.610, -0.621, -0.676, -0.687, -0.667, -0.663, -0.639, -0.510, -0.668, -0.645, -0.787, -0.575, -0.612, -0.378, -0.626, -0.701, -0.459, -0.607, -0.671, -0.631, 0.496, 0.585, 0.666, 0.547, 1.215, 0.284, 0.287, 0.274, 0.303, 0.309, 0.286, 0.340, 0.282, 0.325, 0.414, 0.270, 0.312, 0.368, 0.271, 0.351, 0.379, 0.310, 0.416, 0.382, 0.297, 0.436, 0.271, 0.318, 0.306, 0.307, 0.336],
  "orbital_gap_ev": 10.35,
  "e_homo_ev": -8.24,
  "charge": -1,
  "spin_multiplicity": 1
}



It turns out model x is the most stable, with the second structure 0.0755 hartree higher.



Model w:
{
  "formula": "C22H20ClHgN5O2",
  "method": "ωB97M-V/def2-TZVPD",
  "symbols": ["Hg", "Cl", "O", "O", "N", "N", "N", "N", "N", "C", "C", "C", "C", "C", "C", "C", "C", "C", "C", "C", "C", "C", "C", "C", "C", "C", "C", "C", "C", "C", "C", "H", "H", "H", "H", "H", "H", "H", "H", "H", "H", "H", "H", "H", "H", "H", "H", "H", "H", "H", "H"],
  "xyz": [[0.959, 1.766, 1.088], [4.540, 5.679, 2.689], [1.372, 3.887, 2.821], [3.228, 2.856, 2.064], [-0.189, -0.154, -0.168], [-0.145, 1.949, -2.280], [0.372, 2.740, -1.327], [-0.048, -1.419, 2.502], [0.291, -0.187, 2.906], [-2.326, 1.208, -2.904], [2.042, -5.404, 0.555], [3.469, 4.604, 3.653], [-1.236, 1.058, -2.047], [1.386, -4.062, 0.372], [-3.345, -0.724, -2.004], [1.024, -3.281, 1.454], [-3.398, 0.334, -2.916], [1.143, -3.525, -0.896], [-2.291, -0.860, -1.129], [2.606, 3.698, 2.747], [0.372, 2.242, -3.495], [-0.808, -2.050, 3.428], [-0.268, -0.029, 4.096], [1.283, 3.255, -3.322], [-0.977, -1.182, 4.480], [0.448, -2.019, 1.305], [0.609, -2.266, -1.049], [0.257, -1.432, 0.040], [-4.572, 0.543, -3.833], [1.233, 3.535, -1.945], [-1.180, 0.023, -1.092], [-2.321, 2.048, -3.591], [4.128, 3.996, 4.268], [1.871, -6.044, -0.312], [-2.286, -1.679, -0.419], [1.654, -5.921, 1.434], [3.123, -5.309, 0.683], [1.181, -3.653, 2.461], [-5.305, 1.230, -3.401], [0.082, 1.680, -4.366], [-1.541, -1.350, 5.381], [-5.086, -0.400, -4.030], [-4.260, 0.960, -4.792], [-0.151, 0.913, 4.607], [1.397, -4.102, -1.780], [1.808, 4.237, -1.363], [0.449, -1.864, -2.043], [1.901, 3.715, -4.074], [-4.157, -1.444, -1.968], [-1.181, -3.044, 3.250], [2.845, 5.250, 4.261]],
  "mulliken_charge": [0.556, -0.249, -0.677, -0.665, -0.052, 0.720, -0.860, 0.644, -0.680, -0.273, -1.494, -0.411, -0.317, 0.645, -1.037, -0.354, 0.569, -0.977, 0.006, 0.681, -0.257, -0.278, -0.318, -0.877, -0.868, -0.310, -0.036, 0.352, -1.493, -0.239, 0.075, 0.435, 0.252, 0.362, 0.411, 0.349, 0.276, 0.426, 0.273, 0.459, 0.377, 0.363, 0.350, 0.458, 0.328, 0.468, 0.453, 0.382, 0.330, 0.452, 0.270],
  "orbital_gap_ev": [5.89, 6.72],
  "e_homo_ev": [-3.09, -4.06],
  "s_squared": 0.753,
  "charge": -1,
  "spin_multiplicity": 2
}



Model x:
{
  "formula": "C22H20ClHgN5O2",
  "method": "ωB97M-V/def2-TZVPD",
  "symbols": ["Hg", "Cl", "O", "O", "N", "N", "N", "N", "N", "C", "C", "C", "C", "C", "C", "C", "C", "C", "C", "C", "C", "C", "C", "C", "C", "C", "C", "C", "C", "C", "C", "H", "H", "H", "H", "H", "H", "H", "H", "H", "H", "H", "H", "H", "H", "H", "H", "H", "H", "H", "H"],
  "xyz": [[0.856, -1.530, -0.898], [4.312, -3.906, 2.385], [1.698, -1.680, 1.756], [1.821, -3.370, 0.291], [-1.152, -2.434, -1.593], [2.567, -0.352, -1.667], [-2.250, -1.815, -1.107], [2.643, 0.856, -0.971], [-0.302, 0.284, -0.487], [1.617, 1.813, -0.920], [1.976, -2.841, 1.434], [-3.281, -1.328, 1.001], [-2.271, -1.018, 0.090], [2.036, 3.146, -1.087], [-2.934, -3.023, -2.815], [-3.483, -0.608, 2.161], [-4.515, -1.035, 3.175], [3.936, 1.062, -0.530], [0.230, 1.557, -0.657], [1.184, 4.231, -1.028], [-3.336, -2.152, -1.829], [-0.611, 2.678, -0.640], [1.693, 5.627, -1.284], [-1.556, -3.158, -2.622], [-2.617, 0.463, 2.399], [2.525, -3.771, 2.523], [4.697, -0.014, -0.954], [-1.363, 0.048, 0.335], [3.834, -0.864, -1.624], [-0.167, 3.979, -0.802], [-1.603, 0.774, 1.525], [2.125, -4.773, 2.406], [4.183, 1.885, 0.118], [-4.957, -0.180, 3.689], [-4.062, -1.676, 3.937], [-5.317, -1.605, 2.703], [1.589, 5.895, -2.339], [1.142, 6.367, -0.700], [4.027, -1.833, -2.052], [2.310, -3.369, 3.506], [-0.929, 1.585, 1.763], [-3.548, -3.480, -3.573], [2.749, 5.711, -1.024], [-0.877, 4.799, -0.759], [-4.301, -1.728, -1.608], [-2.730, 1.047, 3.307], [3.086, 3.317, -1.298], [-1.669, 2.502, -0.482], [-3.915, -2.184, 0.786], [5.745, -0.176, -0.756], [-0.835, -3.724, -3.189]],
  "mulliken_charge": [1.154, -0.239, -0.623, -0.682, -0.532, -0.828, 0.564, 0.540, -0.720, -0.277, 0.707, -0.400, -0.351, -0.421, -0.974, 0.505, -1.510, -0.421, 0.477, 0.440, -0.195, -0.111, -1.539, -0.399, -0.996, -0.521, -0.829, 0.841, -0.386, -1.026, 0.032, 0.278, 0.468, 0.374, 0.268, 0.361, 0.279, 0.368, 0.415, 0.287, 0.501, 0.389, 0.347, 0.344, 0.476, 0.341, 0.488, 0.448, 0.432, 0.400, 0.457],
  "orbital_gap_ev": [3.63, 6.73],
  "e_homo_ev": [-0.76, -3.88],
  "s_squared": 0.767,
  "charge": -1,
  "spin_multiplicity": 2
}



It turns out model w is the most stable, with the second structure 0.0411 hartree higher.